(1)
C32H18AgF3N4O5S | ωB97M-V with the def2-TZVPD basis set

Geometry as XYZ:
```
64
Properties=species:S:1:pos:R:3:forces:R:3:lowdin_charge:R:1
Ag -0.076 0.137 -0.120 0.07 -0.27 -0.66 0.60
O 5.319 -2.153 4.605 0.06 0.01 -0.05 -0.07
C 4.319 -2.834 4.299 -0.05 0.04 0.16 -0.70
O 3.949 -3.944 4.730 0.00 -0.06 -0.05 -0.06
C 3.384 -2.192 3.248 0.00 -0.01 -0.04 -0.10
C 2.242 -2.842 2.808 -0.01 -0.01 -0.04 0.04
C 1.441 -2.232 1.849 -0.09 -0.06 -0.06 -0.20
N 1.712 -1.030 1.353 -0.14 0.08 0.13 0.13
C 2.776 -0.374 1.803 0.01 0.11 -0.06 -0.19
C 3.647 -0.934 2.731 0.04 0.00 -0.03 0.04
C 2.948 1.030 1.297 -0.05 -0.14 0.03 -0.20
C 3.904 1.887 1.840 0.04 0.02 0.00 -0.02
C 3.951 3.200 1.409 0.05 0.01 0.02 -0.08
C 3.057 3.629 0.443 -0.04 0.00 -0.04 -0.08
C 2.161 2.700 -0.066 0.07 -0.02 -0.03 -0.14
N 2.113 1.441 0.343 -0.05 0.04 0.17 0.08
C 0.192 -2.886 1.341 0.14 0.07 0.05 -0.20
C 0.032 -4.270 1.375 0.01 -0.04 0.01 -0.02
C -1.151 -4.818 0.914 0.02 -0.03 0.01 -0.09
C -2.140 -3.978 0.427 -0.01 0.05 -0.01 -0.07
C -1.891 -2.613 0.413 0.00 -0.02 0.00 -0.12
N -0.757 -2.085 0.860 -0.05 -0.05 0.09 0.08
H 2.003 -3.802 3.245 0.01 -0.01 0.01 0.11
H 4.539 -0.436 3.084 0.00 0.00 0.03 0.10
H 4.585 1.538 2.602 -0.01 0.02 0.02 0.10
H 4.677 3.884 1.832 -0.01 0.00 0.01 0.10
H 3.038 4.655 0.100 0.01 0.00 -0.02 0.09
H 1.446 2.971 -0.835 -0.02 0.01 0.02 0.11
H 0.830 -4.898 1.744 0.00 -0.01 0.00 0.11
H -1.296 -5.892 0.926 0.01 0.01 0.00 0.10
H -3.081 -4.364 0.057 0.00 0.00 -0.01 0.09
H -2.623 -1.907 0.034 -0.01 0.01 0.01 0.10
F 4.160 -2.299 -8.438 0.10 0.24 -0.12 0.11
C 3.557 -3.219 -7.653 -0.06 0.05 0.10 -0.59
F 2.751 -3.928 -8.464 -0.20 -0.12 -0.10 0.11
F 4.547 -4.064 -7.283 0.13 -0.13 0.14 0.12
C 2.841 -2.612 -6.497 0.06 -0.02 -0.01 -0.16
C 3.539 -1.767 -5.635 0.01 0.02 0.00 -0.03
C 2.904 -1.203 -4.548 0.00 -0.01 0.01 -0.03
C 1.547 -1.462 -4.276 0.00 0.06 0.05 -0.27
C 0.867 -2.314 -5.159 -0.03 -0.05 -0.06 -0.03
C 1.502 -2.881 -6.250 -0.06 0.00 0.02 -0.03
C 0.902 -0.881 -3.151 -0.04 0.05 -0.13 -0.23
C 0.367 -0.367 -2.173 0.11 -0.10 -0.02 -0.12
H 4.584 -1.555 -5.824 0.00 0.01 0.02 0.11
H 3.442 -0.548 -3.876 0.01 -0.01 0.00 0.11
H -0.178 -2.522 -4.968 0.00 -0.01 0.01 0.11
H 0.955 -3.536 -6.915 -0.02 -0.01 0.00 0.11
O -4.107 0.166 0.578 -0.08 -0.16 -0.07 0.01
C -3.288 0.810 1.218 0.17 0.06 -0.18 -0.54
N -2.051 1.189 0.802 0.09 0.04 0.56 -0.12
S -1.258 2.001 1.946 -0.23 0.38 0.36 0.56
O -0.974 3.358 1.539 0.03 0.01 -0.05 -0.33
O -0.157 1.263 2.514 0.15 -0.07 -0.08 -0.33
C -2.551 1.999 3.160 -0.10 0.03 -0.04 -0.22
C -2.599 2.524 4.437 0.00 0.03 0.01 -0.04
C -3.767 2.332 5.165 -0.02 -0.03 -0.03 -0.10
C -4.841 1.629 4.621 0.03 0.00 -0.04 -0.09
C -4.767 1.102 3.336 -0.02 0.00 0.07 -0.02
C -3.602 1.298 2.618 -0.04 0.00 -0.07 -0.14
H -1.755 3.058 4.854 0.01 0.01 -0.01 0.12
H -3.841 2.727 6.171 -0.01 0.00 0.01 0.09
H -5.739 1.488 5.211 -0.01 0.00 0.01 0.09
H -5.580 0.544 2.891 -0.01 0.00 0.01 0.11
```
Positions in Å, forces in eV/Å.

The value obtained for the gap between HOMO and LUMO is 0.2645 Ha. The HOMO energy is -0.1101 Ha. The value obtained for the total energy is -2670.3233 a.u. The total charge is -2.



(2)
C32H19CoF5NOPSe | ωB97M-V with the def2-TZVPD basis set

Geometry as XYZ:
```
61
Properties=species:S:1:pos:R:3:forces:R:3:mulliken_spin:R:1
Co 1.422 0.355 0.231 0.10 0.03 -0.29 1.36
O 2.050 -1.675 1.720 -0.10 0.01 -0.02 -0.15
C 1.185 -0.840 1.639 0.16 -0.01 -0.04 -0.24
C 0.093 -0.667 2.651 0.00 -0.10 0.03 -0.03
C 0.068 -1.363 3.854 0.03 -0.04 0.06 0.00
C -0.968 -1.133 4.745 -0.03 0.05 -0.05 0.00
C -1.973 -0.217 4.432 0.07 -0.03 -0.04 0.00
C -1.949 0.468 3.226 -0.03 0.01 0.03 -0.01
C -0.911 0.234 2.332 -0.06 0.09 -0.13 0.01
P -0.664 0.982 0.690 -0.09 0.05 0.09 0.01
C -1.921 0.197 -0.373 -0.02 -0.01 0.01 0.00
C -2.172 0.754 -1.628 0.00 -0.01 0.00 0.00
C -3.012 0.115 -2.525 0.00 0.00 0.00 0.00
C -3.606 -1.095 -2.185 0.00 0.01 0.00 0.00
C -3.356 -1.657 -0.943 -0.01 0.02 0.01 0.00
C -2.517 -1.014 -0.039 0.00 -0.02 -0.01 0.00
C -1.265 2.691 0.863 -0.06 -0.02 0.02 0.00
C -0.342 3.687 1.169 0.01 0.00 0.01 0.00
C -0.763 4.994 1.369 0.00 0.00 0.00 0.00
C -2.108 5.315 1.262 0.00 0.00 -0.01 0.00
C -3.035 4.328 0.956 0.01 0.00 0.00 0.00
C -2.617 3.021 0.758 0.01 0.00 0.00 0.00
H 0.864 -2.061 4.077 -0.01 0.00 0.01 0.00
H -0.996 -1.657 5.691 0.01 0.00 0.00 0.00
H -2.773 -0.038 5.139 0.00 0.01 -0.01 0.00
H -2.725 1.185 2.987 0.00 0.00 0.01 0.00
H -1.704 1.693 -1.903 -0.01 -0.01 0.00 0.00
H -3.203 0.560 -3.494 0.00 0.00 0.00 0.00
H -4.258 -1.597 -2.888 0.00 0.00 0.00 0.00
H -3.817 -2.598 -0.670 0.00 0.00 0.00 0.00
H -2.327 -1.463 0.929 -0.01 0.00 0.00 0.00
H 0.710 3.443 1.256 0.01 0.00 -0.01 0.00
H -0.036 5.760 1.605 0.00 0.00 0.00 0.00
H -2.435 6.336 1.413 0.00 0.00 0.00 0.00
H -4.086 4.576 0.871 0.00 0.00 0.00 0.00
H -3.344 2.256 0.510 0.00 0.00 0.01 0.00
F 8.243 -0.983 0.716 0.00 0.00 0.00 0.00
C 7.084 -0.319 0.714 0.02 -0.02 0.00 0.00
C 6.959 0.870 1.407 0.00 0.01 0.01 0.00
F 8.005 1.353 2.083 0.00 0.01 0.00 0.00
C 5.754 1.548 1.398 -0.01 0.02 0.00 0.01
F 5.689 2.691 2.089 -0.01 0.00 0.00 0.00
C 4.639 1.081 0.711 0.04 0.02 0.04 -0.01
Se 2.997 2.051 0.752 0.00 -0.05 0.00 0.02
C 4.807 -0.113 0.026 -0.06 -0.03 -0.02 0.00
F 3.788 -0.638 -0.674 -0.04 0.01 0.00 0.01
C 5.998 -0.814 0.018 0.01 0.00 0.00 0.00
F 6.109 -1.961 -0.659 -0.01 -0.01 -0.01 0.00
N 0.935 -0.815 -1.445 0.08 0.02 0.33 0.02
C 0.393 -1.499 -2.187 -0.05 -0.09 -0.09 0.00
C -0.327 -2.360 -3.084 0.02 0.07 0.03 0.00
C -0.561 -1.954 -4.395 0.01 0.03 -0.01 0.00
C -1.294 -2.774 -5.236 -0.01 0.00 0.00 0.00
C -1.788 -3.985 -4.770 0.00 0.01 0.00 0.00
C -1.549 -4.385 -3.461 0.00 0.00 -0.01 0.00
C -0.817 -3.574 -2.612 0.02 0.00 0.03 0.00
H -0.174 -1.005 -4.741 0.00 -0.01 0.00 0.00
H -1.480 -2.468 -6.256 0.00 0.00 0.00 0.00
H -2.360 -4.623 -5.431 0.00 0.00 0.00 0.00
H -1.933 -5.331 -3.103 0.00 0.00 0.00 0.00
H -0.625 -3.867 -1.588 -0.01 -0.01 -0.01 0.00
```
Positions in Å, forces in eV/Å.

The value obtained for the gap between HOMO and LUMO (alpha / beta) is 0.2555 / 0.2646 Ha. The HOMO energy (alpha / beta) is -0.2631 / -0.2718 Ha. The value obtained for the total energy is -5985.6791 a.u. Its expectation value of S² is 0.97. As for the spin multiplicity: 2.